[1]
C10H9O | ωB97M-V/def2-TZVPD

Its lowest unoccupied orbital energy is -4.65 eV. Its spin multiplicity is 1. Its gap between HOMO and LUMO is 8.52 eV. The net charge is +1. The electronic energy is -12549.863 eV.

Positions of all 20 atoms, in Å:
C 0.19 0.69 0.18
O -0.02 -2.19 -0.31
H 3.04 1.59 0.20
H -3.87 0.20 -0.66
H 3.04 -1.04 0.49
C -1.07 -1.61 -0.07
H 1.91 2.31 -0.87
C -0.92 1.30 0.51
C -2.19 1.17 -0.19
H 2.98 0.89 -1.43
H -2.83 2.04 -0.39
H -0.77 1.93 1.39
C 1.48 0.34 0.03
H -2.76 -1.84 0.70
H 1.42 -3.02 0.60
C 1.17 -2.02 0.31
C -2.87 0.08 -0.33
C 1.92 -0.91 0.35
C -2.27 -1.20 0.08
C 2.43 1.28 -0.60


[2]
C5H37N2O12 | ωB97M-V/def2-TZVPD

Its lowest unoccupied orbital energy (alpha / beta) is -5.49 / -11.41 eV. Its spin multiplicity is 2. Its gap between HOMO and LUMO (alpha / beta) is 11.01 / 5.08 eV. The net charge is +2. The electronic energy is -33318.738 eV.

Positions of all 56 atoms, in Å:
H 4.85 -0.47 -1.47
C 2.39 0.18 1.63
H -3.94 -1.67 1.50
N 1.55 -0.72 0.73
N -1.35 -1.68 -0.56
O -0.97 2.72 2.70
H 3.06 -2.30 -2.85
H 0.80 -2.95 -3.09
H -0.91 -2.46 0.01
H -2.90 -0.79 3.09
O 2.25 -1.81 -2.66
O -1.44 -0.21 -3.09
O 3.31 2.68 -1.49
C -0.26 -0.76 -0.94
H 1.01 0.32 3.38
H 2.26 1.20 1.27
H 2.10 -0.84 -0.16
H -0.59 -3.52 -3.57
O -3.13 0.82 2.85
O -3.90 -1.29 0.61
H -0.94 -0.91 -3.56
H 0.59 1.05 -0.09
H -0.57 -3.40 2.00
H 0.72 4.09 -1.69
O 3.95 -0.11 -1.45
C 0.35 0.00 0.26
O -1.60 4.23 -0.16
H -3.43 1.51 2.24
H 2.78 0.50 3.71
H 3.58 3.56 -1.23
H -0.11 2.37 2.44
C -0.72 0.27 -1.95
H 0.56 -1.46 -1.23
H -0.34 0.26 1.09
O 0.66 3.24 -1.21
H -1.82 3.60 0.55
H 0.08 3.70 -0.53
H -0.63 3.33 3.38
O -2.71 -1.75 2.99
H -2.21 1.06 3.01
H 2.62 -1.06 -2.15
O -0.08 -3.24 -2.81
H -1.53 0.89 -1.51
H 0.10 0.89 -2.38
H -1.71 -2.23 -1.36
H -2.59 -2.36 3.72
H 3.44 -0.03 1.45
H 3.98 0.85 -1.57
C 2.01 0.05 3.07
O -0.05 -3.51 1.18
H 2.09 -1.00 3.37
H -1.87 5.01 0.35
H -4.85 -1.27 0.46
H 2.40 2.80 -1.78
H 0.68 -2.90 1.38
H -2.20 -1.24 -0.18


[3]
H2IO | ωB97M-V/def2-TZVPD

Its lowest unoccupied orbital energy is 3.82 eV. Its spin multiplicity is 1. Its gap between HOMO and LUMO is 7.22 eV. The net charge is -1. The electronic energy is -10183.169 eV.

Positions of all 4 atoms, in Å:
O 1.22 -1.53 -3.19
H 1.61 -0.72 -3.58
I -0.32 0.37 0.75
H 1.16 -1.33 -2.23


[4]
C37H58F3O19SY | ωB97M-V/def2-TZVPD

Its lowest unoccupied orbital energy is -11.61 eV. Its spin multiplicity is 1. Its gap between HOMO and LUMO is 1.11 eV. The net charge is +2. The electronic energy is -98213.331 eV.

Positions of all 119 atoms, in Å:
H -6.90 2.07 11.27
O -6.48 0.68 25.22
H -3.36 -4.29 7.85
H 2.80 0.61 13.61
O 1.58 0.98 23.00
C 4.89 2.62 13.38
O 7.54 -3.42 18.66
H 5.55 2.07 12.71
O -6.51 -6.56 24.79
C 2.06 -11.00 12.35
H 1.25 -8.42 13.88
C 0.20 -10.18 13.56
C 2.89 1.53 14.19
H 2.02 5.02 21.27
C 6.23 -4.53 17.14
C 2.11 2.91 21.58
O -4.84 -6.01 10.23
C -4.98 -6.85 9.13
H -5.23 1.46 13.12
H 8.97 -4.59 17.73
C -8.69 -10.76 16.80
H -7.12 2.48 22.99
H -9.12 -10.74 14.70
C -6.93 2.25 14.31
O -5.59 -7.90 9.14
H -5.93 -9.07 22.90
H -5.07 -4.25 7.78
C -5.63 -7.45 24.32
C -4.23 -6.30 7.93
O 5.49 -4.04 19.48
H -9.86 -8.24 16.32
C 8.42 -3.67 17.55
H -5.02 3.04 13.63
H 0.51 -9.85 11.50
C 1.66 2.17 22.86
H -8.57 -8.84 23.73
C -7.88 -7.03 24.71
O -7.87 3.17 13.80
C 2.56 2.82 13.52
H -11.52 -10.69 16.27
H -5.99 -0.22 23.47
H -9.05 2.29 24.32
H 0.02 -10.98 14.29
H -3.30 -4.63 10.20
H -6.60 2.47 15.33
C -6.47 2.80 11.96
C -7.80 0.82 25.45
O -2.05 -3.92 19.86
C 7.47 -3.98 16.40
F -4.97 -3.76 19.15
H -10.70 -9.00 14.93
C -10.09 -9.18 15.82
C -8.91 -10.01 15.48
C -10.84 -10.06 16.85
H -8.23 -7.53 25.61
H 2.44 1.38 15.17
H 3.24 4.45 22.36
H -7.34 1.24 14.29
C -6.40 -8.65 23.79
C -7.73 3.48 12.48
H 5.30 3.59 13.68
H -4.75 -6.46 6.99
H 5.28 -4.20 16.70
S -2.46 -3.23 18.60
F -4.09 -5.38 17.99
C -6.17 0.78 23.87
Y 1.34 -4.91 24.14
H 1.71 -9.49 15.10
H 1.56 5.08 24.03
O -4.43 -7.24 24.36
H 9.24 -2.95 17.56
H 2.50 3.65 14.22
C -5.80 2.37 13.29
C 6.30 -3.95 18.52
O -8.48 4.19 11.86
C -4.24 -4.78 8.26
O -1.53 -3.49 17.50
H -8.13 -9.32 15.15
H 7.22 -3.13 15.76
H 1.27 2.84 20.89
C 2.19 4.32 22.10
H -11.37 -9.40 17.53
H 3.47 2.41 11.74
H -8.55 -6.20 24.48
H -7.98 -7.53 22.67
H -3.22 -6.71 7.83
F -4.72 -3.51 17.03
H -0.70 -9.56 13.56
C 1.24 4.35 23.28
H 7.93 -4.69 15.71
H 3.77 4.10 12.20
O 1.29 3.03 23.77
H -7.61 1.01 22.21
H -6.22 -9.39 24.57
H 6.27 -5.62 17.12
H 3.01 2.51 21.12
H -5.82 3.54 11.49
O -7.70 -11.32 17.25
O -9.82 -10.81 17.50
H 0.08 -11.60 11.87
H 2.55 -10.97 11.37
C 3.69 3.08 12.57
C -8.50 1.35 24.21
C -7.37 1.43 23.19
C -4.16 -4.04 18.14
O 2.49 -9.86 13.18
C 1.49 -9.47 14.04
H -4.89 -3.98 10.26
H 2.13 -11.94 12.88
H 1.62 2.69 12.99
H -5.32 1.45 23.77
C -7.79 -8.10 23.58
O 4.29 1.78 14.39
C -4.30 -4.76 9.78
C 0.60 -10.70 12.18
O -2.77 -1.82 18.85
H -9.19 0.54 23.98
H 0.25 4.65 22.92
O -8.22 0.74 26.60


[5]
C28H23MnNO3PSSe | ωB97M-V/def2-TZVPD

Its lowest unoccupied orbital energy (alpha / beta) is -2.14 / -0.04 eV. Its spin multiplicity is 5. Its gap between HOMO and LUMO (alpha / beta) is 6.07 / 8.56 eV. The electronic energy is -153833.000 eV.

Positions of all 59 atoms, in Å:
H -1.52 4.88 1.86
C 1.15 2.13 -3.47
C 0.12 -4.02 -1.39
C 0.00 -0.98 3.78
H 0.24 1.18 3.41
H -1.88 2.68 0.82
N -1.50 -3.84 -3.16
Se -0.31 -3.22 1.36
C 0.60 4.66 2.00
C 2.31 1.46 -3.83
H 0.76 5.63 2.45
H -3.97 0.01 -2.79
C -0.68 4.24 1.67
C 2.08 -0.09 3.54
C 0.99 0.79 -1.46
Mn 1.14 -1.26 1.74
H -1.56 0.32 -2.46
C -0.73 -3.37 -0.50
C -3.89 -0.04 0.60
C -4.41 -0.08 -0.69
C 1.49 2.59 1.16
H 3.75 -0.02 -3.24
O 4.41 -0.95 -1.10
O 2.68 -0.82 0.57
C 0.99 -2.04 3.89
S 3.01 -1.14 -0.87
C 2.27 -1.46 3.81
H -5.47 -0.23 -0.84
P 0.08 0.48 0.10
H -0.37 2.36 -1.99
C 1.69 3.83 1.74
O 2.41 -2.38 -1.27
H -4.54 -0.17 1.45
H -1.06 -1.13 3.81
H -2.12 0.13 1.79
H 0.77 -3.08 4.08
H 0.76 2.92 -4.09
C -3.57 0.06 -1.78
C 0.51 1.80 -2.29
H 1.10 -4.34 -1.08
H 2.34 1.94 0.96
H 0.35 -4.70 -3.41
H 2.82 1.71 -4.75
C 2.18 0.14 -1.81
C -0.88 2.99 1.08
C 0.68 0.21 3.57
C -2.53 0.14 0.78
C 0.21 2.16 0.83
C -2.31 -3.24 -2.29
C -2.21 0.25 -1.59
C -1.68 0.30 -0.31
H -3.29 -2.96 -2.67
C -1.99 -2.99 -0.97
C -0.30 -4.21 -2.69
H 2.69 4.16 1.99
H 3.21 -1.98 3.85
H 2.87 0.63 3.36
H -2.70 -2.52 -0.31
C 2.83 0.48 -3.00


[6]
C3H8N2OS | ωB97M-V/def2-TZVPD

Its lowest unoccupied orbital energy is 0.70 eV. Its spin multiplicity is 1. Its structure (SMILES) is CS/N=C\N(C)O. Its gap between HOMO and LUMO is 8.96 eV. The electronic energy is -19099.062 eV.

Positions of all 15 atoms, in Å:
N -1.39 0.26 0.84
C -2.12 1.04 1.77
O -1.26 1.23 -0.20
C -0.09 -0.12 1.37
H -1.65 1.91 2.05
H 3.42 -0.67 -1.41
C 2.35 -1.11 -1.65
N 0.88 -0.60 0.57
S 0.85 -0.38 -1.18
H -2.54 0.62 2.80
H -0.07 -0.47 2.45
H -1.62 0.59 -0.94
H -3.10 1.17 1.11
H 2.26 -0.98 -2.84
H 2.42 -2.29 -1.59


[7]
C2H5NO | ωB97M-V/def2-TZVPD

Its lowest unoccupied orbital energy is 0.80 eV. Its spin multiplicity is 1. Its gap between HOMO and LUMO is 9.73 eV. The electronic energy is -5690.584 eV.

Positions of all 9 atoms, in Å:
H 1.12 -1.07 1.19
H -0.88 0.76 -1.17
H 2.18 -0.35 0.01
C 0.25 0.19 -0.18
O 0.47 1.04 -1.09
C -1.19 0.02 -0.03
H -1.58 -0.95 0.34
H -1.63 0.84 0.54
N 1.26 -0.47 0.39


[8]
C4H8N2O | ωB97M-V/def2-TZVPD

Its lowest unoccupied orbital energy is 0.63 eV. Its spin multiplicity is 1. Its structure (SMILES) is [H]/N=C(\NC)C(C)=O. Its gap between HOMO and LUMO is 9.90 eV. The electronic energy is -9305.323 eV.

Positions of all 15 atoms, in Å:
H 1.10 -0.08 2.32
H 0.80 -1.81 0.02
C 1.68 -0.70 1.62
H -2.54 0.75 -0.82
N 0.94 -0.88 0.40
H 1.84 -1.67 2.09
C -1.93 0.40 -1.66
N 0.02 1.32 0.17
H -1.49 1.30 -2.11
H -2.54 -0.14 -2.38
C 0.11 0.07 -0.11
O -0.73 -1.67 -1.49
H 2.65 -0.22 1.46
H 0.72 1.60 0.85
C -0.85 -0.50 -1.15